# 1
Formula: C9H14O
Source: OMol25
Level of theory: wB97M-V/def2-TZVPD

The geometry in XYZ format:
```
24
Properties=species:S:1:pos:R:3
C 2.47 -1.00 -1.33
C 1.08 -0.41 -1.22
C 0.05 -1.09 -1.87
C -1.25 -0.61 -1.75
C -1.52 0.52 -1.00
O -2.74 1.15 -1.14
C -0.48 1.15 -0.34
C 0.83 0.68 -0.40
H 2.62 -1.42 -2.32
H 2.59 -1.79 -0.58
H 3.22 -0.24 -1.08
H 0.31 -1.84 -2.60
H -2.07 -1.14 -2.22
H -3.26 1.05 -0.32
H -0.76 1.95 0.34
H 1.65 1.23 0.05
C 0.59 0.13 2.92
C 0.56 -0.38 4.34
H 1.51 -0.11 2.44
H -0.20 -0.20 2.25
H 0.68 1.21 2.86
H -0.19 -1.15 4.57
H 0.24 0.41 5.02
H 1.50 -0.72 4.77
```

Results
E_HOMO	-0.3221	Ha
maximum force	1.55	eV/Å
net charge	0
SMILES	Cc1ccc(O)cc1.CC
ΔE to the lowest compared entry with this formula, charge and spin	65.2	kJ/mol
electronic energy	-426.5479	a.u.

Taken from the Löwdin analysis, the atomic charges in e are:
1. C -0.052
2. C -0.283
3. C -0.042
4. C -0.014
5. C -0.335
6. O 0.023
7. C -0.031
8. C -0.059
9. H 0.071
10. H 0.081
11. H 0.073
12. H 0.111
13. H 0.114
14. H 0.108
15. H 0.119
16. H 0.114
17. C -0.177
18. C -0.169
19. H 0.044
20. H 0.061
21. H 0.064
22. H 0.062
23. H 0.057
24. H 0.062


# 2
Formula: C9H14O
Source: OMol25
Level of theory: wB97M-V/def2-TZVPD

The geometry in XYZ format:
```
24
Properties=species:S:1:pos:R:3
C 0.14 -0.25 -2.70
C 0.53 0.64 -1.60
C -0.57 1.26 -0.80
C -0.11 2.05 0.31
C 1.23 1.99 0.66
O 1.50 2.54 1.81
C 2.19 1.28 -0.03
C 1.78 0.66 -1.15
H 0.56 0.15 -3.57
H -0.98 -0.28 -2.80
H 0.45 -1.29 -2.58
H -1.53 1.08 -0.97
H -0.75 2.52 1.08
H 0.73 2.71 2.51
H 3.18 1.25 0.35
H 2.65 0.18 -1.72
C -1.58 -2.10 0.64
C -1.17 -1.90 2.06
H -2.42 -1.53 0.32
H -0.65 -1.93 0.03
H -1.82 -3.20 0.70
H -0.44 -1.20 2.24
H -0.72 -2.83 2.48
H -2.19 -1.79 2.72
```

Results
E_HOMO	-0.2976	Ha
maximum force	8.74	eV/Å
net charge	0
SMILES	Cc1ccc(O)cc1.CC
ΔE to the lowest compared entry with this formula, charge and spin	226.2	kJ/mol
electronic energy	-426.4866	a.u.

Taken from the Löwdin analysis, the atomic charges in e are:
1. C -0.077
2. C -0.297
3. C 0.041
4. C -0.005
5. C -0.406
6. O 0.019
7. C -0.021
8. C -0.111
9. H 0.060
10. H 0.094
11. H 0.081
12. H 0.041
13. H 0.112
14. H 0.191
15. H 0.112
16. H 0.155
17. C -0.188
18. C -0.205
19. H 0.049
20. H 0.072
21. H 0.081
22. H 0.016
23. H 0.065
24. H 0.121


# 3
Formula: C9H14O
Source: OMol25
Level of theory: wB97M-V/def2-TZVPD

The geometry in XYZ format:
```
24
Properties=species:S:1:pos:R:3
C -1.61 -0.98 -1.29
C -0.58 0.18 -1.46
C -1.01 1.44 -1.73
C 0.03 2.39 -1.69
C 1.35 2.10 -1.27
O 2.43 2.94 -1.29
C 1.78 0.76 -1.03
C 0.73 -0.14 -1.25
H -2.02 -1.47 -2.27
H -2.44 -0.56 -0.80
H -1.18 -1.94 -0.71
H -1.99 1.88 -1.98
H -0.08 3.23 -2.24
H 2.15 3.87 -1.31
H 2.79 0.62 -0.74
H 1.02 -1.18 -1.40
C -0.20 -2.17 3.43
C -0.11 -1.10 2.29
H 0.87 -2.52 3.57
H -0.57 -1.68 4.33
H -0.91 -2.85 3.12
H 0.78 -0.58 2.08
H -1.05 -0.42 2.33
H -0.18 -1.79 1.31
```

Results
E_HOMO	-0.3050	Ha
maximum force	4.52	eV/Å
net charge	0
SMILES	Cc1ccc(O)cc1.CC
ΔE to the lowest compared entry with this formula, charge and spin	222.3	kJ/mol
electronic energy	-426.4881	a.u.

Taken from the Löwdin analysis, the atomic charges in e are:
1. C -0.063
2. C -0.315
3. C -0.045
4. C -0.033
5. C -0.296
6. O 0.033
7. C 0.025
8. C -0.081
9. H 0.098
10. H 0.031
11. H 0.099
12. H 0.133
13. H 0.071
14. H 0.110
15. H 0.103
16. H 0.117
17. C -0.169
18. C -0.178
19. H 0.084
20. H 0.056
21. H 0.025
22. H 0.022
23. H 0.092
24. H 0.080


# 4
Formula: C9H14O
Source: OMol25
Level of theory: wB97M-V/def2-TZVPD

The geometry in XYZ format:
```
24
Properties=species:S:1:pos:R:3
C 1.39 0.16 2.56
C 0.36 0.79 1.65
C -0.81 1.40 2.14
C -1.72 1.82 1.26
C -1.47 1.62 -0.08
O -2.51 1.85 -0.92
C -0.39 1.03 -0.55
C 0.70 0.66 0.23
H 0.93 0.09 3.60
H 2.37 0.74 2.36
H 1.69 -0.91 2.45
H -0.84 1.46 3.25
H -2.67 2.15 1.74
H -2.31 1.56 -1.84
H -0.50 0.63 -1.61
H 1.57 0.04 -0.28
C 0.16 -2.14 -1.31
C 0.82 -1.70 -2.67
H 0.71 -1.51 -0.65
H -0.89 -2.00 -1.13
H 0.45 -3.27 -1.17
H 1.48 -2.24 -3.24
H 1.42 -0.72 -2.39
H 0.06 -1.53 -3.39
```

Results
E_HOMO	-0.3002	Ha
maximum force	4.86	eV/Å
net charge	0
SMILES	Cc1ccc(O)cc1.CC
ΔE to the lowest compared entry with this formula, charge and spin	256.4	kJ/mol
electronic energy	-426.4751	a.u.

Taken from the Löwdin analysis, the atomic charges in e are:
1. C -0.093
2. C -0.270
3. C -0.071
4. C -0.032
5. C -0.370
6. O 0.039
7. C -0.082
8. C -0.021
9. H 0.082
10. H 0.105
11. H 0.075
12. H 0.127
13. H 0.144
14. H 0.111
15. H 0.130
16. H 0.135
17. C -0.150
18. C -0.151
19. H -0.017
20. H 0.058
21. H 0.103
22. H 0.020
23. H 0.089
24. H 0.041


# 5
Formula: C9H14O
Source: OMol25
Level of theory: wB97M-V/def2-TZVPD

The geometry in XYZ format:
```
24
Properties=species:S:1:pos:R:3
C 1.16 -2.26 0.08
C -0.19 -2.14 0.70
H 1.23 -1.59 -0.90
H 1.87 -1.85 0.84
H 1.54 -3.23 -0.15
H -1.01 -1.52 0.23
H -0.11 -1.57 1.65
H -0.66 -3.10 0.99
C -2.37 0.78 0.88
C 0.39 0.69 -1.80
C 1.36 1.36 -1.04
C -0.95 0.49 -1.33
C -1.17 0.97 0.06
C 1.21 1.54 0.29
C -0.13 1.52 0.78
O 2.43 1.64 -1.79
H 0.60 0.18 -2.69
H -1.56 -0.24 -1.82
H 1.92 1.94 0.89
H 3.13 2.08 -1.10
H -3.30 0.55 0.20
H -2.64 1.79 1.33
H -0.36 1.68 1.85
H -2.41 0.27 1.86
```

Results
E_HOMO (spin up / spin down)	-0.5119 / -0.5327	Ha
maximum force	5.53	eV/Å
2S+1	2
net charge	+1
ΔE to the lowest compared entry with this formula, charge and spin	219.6	kJ/mol
electronic energy	-426.1926	a.u.

Taken from the Löwdin analysis, the atomic charges in e are:
1. C -0.151
2. C -0.179
3. H 0.093
4. H 0.079
5. H 0.054
6. H 0.052
7. H 0.071
8. H 0.085
9. C -0.047
10. C 0.046
11. C -0.312
12. C 0.073
13. C -0.232
14. C 0.059
15. C 0.033
16. O 0.153
17. H 0.124
18. H 0.125
19. H 0.104
20. H 0.236
21. H 0.141
22. H 0.126
23. H 0.154
24. H 0.114


# 6
Formula: C9H14O2
Source: OMol25
Level of theory: wB97M-V/def2-TZVPD

The geometry in XYZ format:
```
25
Properties=species:S:1:pos:R:3
C -2.04 2.73 0.29
C -0.64 2.04 0.33
C -0.17 1.22 -0.63
C 1.14 0.79 -0.78
C 2.14 1.20 0.23
O 3.54 1.08 0.17
C 1.67 2.01 1.27
C 0.26 2.40 1.31
H -2.49 2.46 -0.73
H -1.95 3.78 0.30
H -2.74 2.53 0.99
H -0.99 0.74 -1.37
H 1.41 0.13 -1.64
H 3.90 0.60 -0.56
H 2.27 2.34 2.09
H -0.05 3.02 2.19
C -1.03 -3.22 0.41
C -1.28 -4.19 -0.81
O -2.51 -4.00 -1.47
H -0.53 -3.75 1.24
H -2.04 -2.90 0.81
H -0.35 -2.44 0.30
H -0.72 -3.95 -1.79
H -1.18 -5.24 -0.35
H -3.16 -3.87 -0.79
```

Results
E_HOMO	-0.3160	Ha
maximum force	5.11	eV/Å
net charge	0
SMILES	Cc1ccc(O)cc1.CCO
ΔE to the lowest compared entry with this formula, charge and spin	281.0	kJ/mol
electronic energy	-501.7291	a.u.

Taken from the Löwdin analysis, the atomic charges in e are:
1. C -0.029
2. C -0.308
3. C -0.120
4. C -0.024
5. C -0.260
6. O 0.028
7. C -0.005
8. C -0.037
9. H 0.103
10. H 0.054
11. H 0.026
12. H 0.158
13. H 0.115
14. H 0.084
15. H 0.094
16. H 0.121
17. C -0.074
18. C -0.311
19. O -0.103
20. H 0.069
21. H 0.090
22. H 0.021
23. H 0.137
24. H 0.117
25. H 0.055


# 7
Formula: C9H14O2
Source: OMol25
Level of theory: wB97M-V/def2-TZVPD

The geometry in XYZ format:
```
25
Properties=species:S:1:pos:R:3
C -2.14 0.69 2.70
C -1.98 0.69 1.19
C -0.74 0.40 0.68
C -0.59 -0.05 -0.77
C -0.10 -1.49 -0.68
C 1.44 -1.43 -0.70
C 1.79 -0.14 -1.56
C 2.91 0.53 -0.80
O 2.95 0.63 0.39
O 3.97 1.05 -1.49
C 0.54 0.76 -1.42
H -2.60 -0.14 2.99
H -2.59 1.50 3.11
H -1.24 0.79 3.27
H -2.93 0.87 0.61
H 0.13 0.20 1.17
H -1.58 0.23 -1.17
H -0.61 -1.92 -1.62
H -0.68 -2.02 0.08
H 1.63 -1.24 0.31
H 2.06 -2.28 -1.02
H 2.20 -0.64 -2.51
H 4.70 1.46 -1.02
H 0.38 1.01 -2.46
H 0.63 1.68 -0.71
```

Results
E_HOMO	-0.3321	Ha
maximum force	4.85	eV/Å
net charge	0
SMILES	C/C=C/[C@@H]1CC[C@H](C(=O)O)C1
ΔE to the lowest compared entry with this formula, charge and spin	271.9	kJ/mol
electronic energy	-501.7326	a.u.

Taken from the Löwdin analysis, the atomic charges in e are:
1. C -0.098
2. C -0.092
3. C -0.099
4. C -0.331
5. C -0.147
6. C -0.118
7. C -0.185
8. C -0.503
9. O 0.094
10. O 0.095
11. C -0.097
12. H 0.029
13. H 0.034
14. H 0.073
15. H 0.120
16. H 0.087
17. H 0.136
18. H 0.134
19. H 0.111
20. H 0.077
21. H 0.121
22. H 0.174
23. H 0.117
24. H 0.108
25. H 0.161


# 8
Formula: C9H14O2
Source: OMol25
Level of theory: wB97M-V/def2-TZVPD

The geometry in XYZ format:
```
25
Properties=species:S:1:pos:R:3
C -2.86 -0.34 0.11
O -1.89 0.50 0.67
C -0.71 0.68 -0.04
C -0.67 0.25 -1.49
C 0.34 -0.63 -1.47
C 0.61 -0.66 0.05
C 0.48 -1.98 0.88
C 1.81 0.11 0.60
O 3.12 -0.19 0.05
C 1.57 1.54 0.06
C 0.07 1.94 0.31
H -3.44 -0.64 0.88
H -2.27 -1.25 -0.30
H -3.63 0.26 -0.62
H -1.07 0.51 -2.45
H 0.92 -1.18 -2.10
H 0.23 -1.68 1.82
H 1.48 -2.56 0.61
H -0.40 -2.49 0.40
H 2.01 0.15 1.61
H 3.24 0.45 -0.61
H 1.73 1.44 -1.11
H 2.13 2.41 0.44
H -0.03 2.11 1.40
H -0.30 2.63 -0.42
```

Results
E_HOMO	-0.3064	Ha
maximum force	5.84	eV/Å
net charge	0
SMILES	CO[C@]12C=C[C@@]1(C)[C@@H](O)CC2
ΔE to the lowest compared entry with this formula, charge and spin	504.3	kJ/mol
electronic energy	-501.6441	a.u.

Taken from the Löwdin analysis, the atomic charges in e are:
1. C -0.097
2. O -0.118
3. C -0.326
4. C -0.035
5. C -0.004
6. C -0.256
7. C -0.016
8. C -0.313
9. O -0.029
10. C -0.136
11. C -0.087
12. H 0.035
13. H 0.113
14. H 0.146
15. H 0.105
16. H 0.088
17. H 0.038
18. H 0.134
19. H 0.080
20. H 0.128
21. H 0.028
22. H 0.147
23. H 0.120
24. H 0.138
25. H 0.117


# 9
Formula: C9H14O2
Source: OMol25
Level of theory: wB97M-V/def2-TZVPD

The geometry in XYZ format:
```
25
Properties=species:S:1:pos:R:3
C 2.56 -1.89 1.02
C 1.67 -1.52 0.11
C 0.59 -0.58 0.38
C 0.09 0.43 -0.63
C 0.74 0.49 -1.99
C -0.29 1.80 -0.12
C -0.79 -0.79 -0.35
O -0.74 -1.78 -1.34
C -2.20 -0.71 0.20
C -2.49 0.05 1.46
O -3.07 -1.29 -0.43
H 3.35 -2.58 0.79
H 2.53 -1.51 2.03
H 1.72 -1.92 -0.89
H 0.51 -0.27 1.42
H 1.76 0.87 -1.91
H 0.18 1.15 -2.64
H 0.77 -0.50 -2.45
H -0.53 1.79 0.94
H -1.14 2.20 -0.68
H 0.55 2.48 -0.27
H -1.67 -2.00 -1.53
H -3.36 -0.41 1.94
H -2.76 1.08 1.21
H -1.65 0.05 2.13
```

Results
E_HOMO	-0.3327	Ha
maximum force	1.36	eV/Å
net charge	0
SMILES	C=C[C@H]1C(C)(C)[C@]1(O)C(C)=O
ΔE to the lowest compared entry with this formula, charge and spin	188.0	kJ/mol
electronic energy	-501.7645	a.u.

Taken from the Löwdin analysis, the atomic charges in e are:
1. C 0.021
2. C -0.135
3. C -0.128
4. C -0.396
5. C -0.020
6. C -0.030
7. C -0.291
8. O 0.007
9. C -0.333
10. C 0.003
11. O 0.090
12. H 0.050
13. H 0.055
14. H 0.108
15. H 0.135
16. H 0.093
17. H 0.089
18. H 0.076
19. H 0.068
20. H 0.092
21. H 0.089
22. H 0.096
23. H 0.093
24. H 0.092
25. H 0.077


# 10
Formula: C9H14S
Source: OMol25
Level of theory: wB97M-V/def2-TZVPD

The geometry in XYZ format:
```
24
Properties=species:S:1:pos:R:3
C 2.39 1.70 -0.01
C 1.98 0.30 -0.51
C 1.97 -0.79 0.35
C 1.90 -2.07 -0.19
C 1.44 -2.28 -1.44
C 1.44 -1.23 -2.40
C 1.76 0.03 -1.95
H 2.36 2.47 -0.74
H 3.41 1.73 0.38
H 1.74 2.02 0.86
H 2.26 -0.73 1.38
H 2.00 -2.84 0.63
H 1.01 -3.29 -1.70
H 1.03 -1.53 -3.27
H 1.88 0.98 -2.59
C -3.54 0.75 0.52
C -2.63 1.01 1.71
S -2.98 -0.10 3.09
H -4.55 0.95 0.85
H -3.52 -0.16 -0.02
H -3.30 1.24 -0.48
H -1.60 0.84 1.31
H -2.78 2.03 1.92
H -3.65 -1.03 2.31
```

Results
E_HOMO	-0.3276	Ha
maximum force	4.25	eV/Å
net charge	0
SMILES	Cc1ccccc1.CCS
ΔE to the lowest compared entry with this formula, charge and spin	165.8	kJ/mol
electronic energy	-749.4498	a.u.

Taken from the Löwdin analysis, the atomic charges in e are:
1. C -0.060
2. C -0.238
3. C -0.077
4. C -0.124
5. C -0.109
6. C -0.087
7. C -0.037
8. H 0.042
9. H 0.074
10. H 0.092
11. H 0.105
12. H 0.122
13. H 0.118
14. H 0.058
15. H 0.123
16. C -0.218
17. C -0.654
18. S 0.664
19. H 0.063
20. H 0.038
21. H 0.098
22. H 0.070
23. H 0.047
24. H -0.110


# 11
Formula: C9H14S
Source: OMol25
Level of theory: wB97M-V/def2-TZVPD

The geometry in XYZ format:
```
24
Properties=species:S:1:pos:R:3
C -1.30 3.30 -1.51
C -0.56 1.99 -1.47
C -0.88 1.01 -0.54
C -0.27 -0.25 -0.57
C 0.83 -0.45 -1.38
C 1.21 0.56 -2.26
C 0.50 1.74 -2.33
H -0.64 4.09 -1.25
H -2.14 3.34 -0.82
H -1.60 3.48 -2.55
H -1.69 1.13 0.16
H -0.69 -1.00 0.09
H 1.40 -1.37 -1.35
H 2.04 0.38 -2.91
H 0.73 2.49 -3.08
C 1.58 -1.54 2.32
S 0.73 -3.04 1.73
C -0.88 -2.95 2.54
H 2.59 -1.88 2.51
H 1.60 -0.84 1.50
H 1.07 -1.13 3.17
H -1.33 -3.93 2.33
H -1.55 -2.24 2.07
H -0.76 -2.88 3.61
```

Results
E_HOMO	-0.3111	Ha
maximum force	1.62	eV/Å
net charge	0
SMILES	Cc1ccccc1.CSC
ΔE to the lowest compared entry with this formula, charge and spin	25.8	kJ/mol
electronic energy	-749.5031	a.u.

Taken from the Löwdin analysis, the atomic charges in e are:
1. C -0.049
2. C -0.281
3. C -0.051
4. C -0.101
5. C -0.098
6. C -0.087
7. C -0.058
8. H 0.066
9. H 0.075
10. H 0.082
11. H 0.106
12. H 0.072
13. H 0.100
14. H 0.093
15. H 0.111
16. C -0.385
17. S 0.718
18. C -0.438
19. H 0.020
20. H 0.001
21. H 0.027
22. H 0.023
23. H 0.023
24. H 0.032


# 12
Formula: C9H15AsCaN2O6S
Source: OMol25
Level of theory: wB97M-V/def2-TZVPD

The geometry in XYZ format:
```
35
Properties=species:S:1:pos:R:3
Ca 0.75 -0.17 0.92
N 0.51 0.91 3.19
C -0.85 1.47 3.30
C -1.05 2.71 2.44
C -1.18 2.49 0.94
N 0.12 2.17 0.29
H 0.58 0.08 3.77
H 1.19 1.57 3.55
H -1.09 1.72 4.34
H -1.55 0.69 2.99
H -0.25 3.43 2.64
H -1.97 3.20 2.78
H -1.62 3.39 0.49
H -1.86 1.66 0.74
H 0.78 2.93 0.46
H -0.01 2.13 -0.71
O 2.01 -2.05 1.89
As 2.24 -2.68 0.19
O 3.59 -3.57 0.04
O 2.09 -1.19 -0.55
C 0.69 -3.86 -0.03
C 1.10 -5.12 -0.43
C 0.19 -6.15 -0.66
C -1.16 -5.91 -0.48
C -1.60 -4.66 -0.08
C -0.69 -3.63 0.15
S -1.43 -2.09 0.67
O -0.77 -1.72 1.95
O -2.85 -2.30 0.77
O -1.03 -1.07 -0.33
H 1.47 -2.65 2.42
H 2.16 -5.29 -0.56
H 0.54 -7.12 -0.97
H -1.88 -6.70 -0.65
H -2.65 -4.46 0.08
```

Results
E_HOMO	-0.3465	Ha
maximum force	0.17	eV/Å
net charge	0
electronic energy	-4224.6445	a.u.

Taken from the Löwdin analysis, the atomic charges in e are:
1. Ca 1.379
2. N -0.073
3. C -0.257
4. C -0.194
5. C -0.255
6. N -0.077
7. H 0.086
8. H 0.090
9. H 0.114
10. H 0.112
11. H 0.115
12. H 0.117
13. H 0.114
14. H 0.118
15. H 0.088
16. H 0.095
17. O -0.365
18. As 0.863
19. O -0.447
20. O -0.614
21. C -0.219
22. C -0.094
23. C -0.066
24. C -0.064
25. C -0.059
26. C -0.248
27. S 0.461
28. O -0.450
29. O -0.290
30. O -0.439
31. H 0.042
32. H 0.092
33. H 0.108
34. H 0.108
35. H 0.107